No. 1
{
  "formula": "C2HNO2S",
  "method": "ωB97M-V/def2-TZVPD",
  "symbols": ["O", "C", "O", "N", "C", "S", "H"],
  "xyz": [[0.07853, 2.09333, -0.75650], [0.84289, 1.29352, -0.60110], [1.60637, 0.50399, -0.32615], [-1.72399, -0.26553, -0.73449], [-1.11884, -0.69586, 0.14366], [-0.44826, -1.52339, 1.47153], [0.76331, -1.40604, 0.80306]],
  "smiles": "O=C=O.N#CS",
  "gap_ev": 10.815,
  "e_tot_ha": -680.23793,
  "relative_energy_kcal_mol": 13.9
}

---

No. 2
{
  "formula": "C9H12N2O3S",
  "method": "ωB97M-V/def2-TZVPD",
  "symbols": ["C", "C", "O", "C", "O", "C", "C", "N", "C", "S", "C", "C", "N", "C", "O", "H", "H", "H", "H", "H", "H", "H", "H", "H", "H", "H", "H"],
  "xyz": [[-2.12215, -4.74587, 0.12161], [-1.96172, -3.76365, -1.03333], [-1.13840, -2.69786, -0.54884], [-1.76930, -1.63865, 0.07004], [-2.95805, -1.62406, 0.43332], [-0.97564, -0.41631, 0.29342], [-1.05097, 0.23284, 1.48564], [-0.24073, 1.34774, 1.70171], [0.71326, 1.72392, 0.79420], [1.79846, 3.06866, 1.16082], [2.42117, 3.45049, -0.53855], [3.54903, 4.43502, -0.41538], [0.77450, 1.14712, -0.39681], [-0.10602, 0.08514, -0.69279], [-0.13698, -0.32246, -1.86212], [-2.61143, -4.19780, 0.93158], [-1.13828, -5.10918, 0.44447], [-2.79309, -5.58322, -0.16774], [-1.44040, -4.20135, -1.87143], [-2.92415, -3.36953, -1.40938], [-1.75741, -0.06661, 2.24398], [-0.13826, 1.77150, 2.60467], [1.64326, 3.86623, -1.18461], [2.82899, 2.53363, -1.00681], [3.23154, 5.28875, 0.18853], [4.43251, 4.00550, 0.07869], [3.87026, 4.78001, -1.42487]],
  "smiles": "CCOC(=O)c1c[nH]c(SCC)nc1=O",
  "gap_ev": 9.488,
  "e_tot_ha": -1083.56931,
  "relative_energy_kcal_mol": 32.6
}

---

No. 3
{
  "formula": "C4H7NO",
  "method": "ωB97M-V/def2-TZVPD",
  "symbols": ["C", "C", "C", "N", "C", "O", "H", "H", "H", "H", "H", "H", "H"],
  "xyz": [[0.16486, 1.74156, -0.00009], [-0.22536, 0.85709, -1.16785], [-0.57759, -0.99533, 0.40817], [-0.84965, -0.24666, -0.82612], [0.90815, -1.33109, 0.29231], [1.29350, -2.24987, -0.38670], [0.30126, 2.70927, -0.47615], [-0.64010, 1.82489, 0.75201], [1.10333, 1.52199, 0.52940], [-1.13313, -1.93247, 0.38270], [-0.83055, -0.40917, 1.29597], [-1.13953, -0.84399, -1.59188], [1.62481, -0.64624, 0.78824]],
  "gap_ev": 8.793,
  "e_tot_ha": -286.49676,
  "relative_energy_kcal_mol": 84.6
}

---

Please write out number 1 again, unchanged.
{
  "formula": "C2HNO2S",
  "method": "ωB97M-V/def2-TZVPD",
  "symbols": ["O", "C", "O", "N", "C", "S", "H"],
  "xyz": [[0.07853, 2.09333, -0.75650], [0.84289, 1.29352, -0.60110], [1.60637, 0.50399, -0.32615], [-1.72399, -0.26553, -0.73449], [-1.11884, -0.69586, 0.14366], [-0.44826, -1.52339, 1.47153], [0.76331, -1.40604, 0.80306]],
  "smiles": "O=C=O.N#CS",
  "gap_ev": 10.815,
  "e_tot_ha": -680.23793,
  "relative_energy_kcal_mol": 13.9
}